Model a:
{
  "formula": "C6H21NO4",
  "method": "ωB97M-V/def2-TZVPD",
  "homo_lumo_gap_ev": 8.97,
  "multiplicity": 1,
  "charge": 0,
  "smiles": "C[C@@H]1CCCN1C.O.O.O.O",
  "lumo_energy_ha": 0.0074,
  "species": ["C", "C", "C", "C", "C", "N", "C", "H", "H", "H", "H", "H", "H", "H", "H", "H", "H", "H", "H", "H", "O", "H", "H", "O", "H", "H", "O", "H", "H", "O", "H", "H"],
  "positions_angstrom": [[0.1947, -1.6712, -1.0095], [-0.5450, -0.7751, -0.0577], [-1.9967, -1.2215, 0.2397], [-2.8552, -0.4279, -0.7256], [-1.9252, 0.7099, -1.2843], [-0.6328, 0.5956, -0.6144], [-0.3737, 1.6517, 0.3647], [-0.1138, -1.4887, -2.0518], [1.2800, -1.5843, -0.9613], [-0.1596, -2.6992, -0.9331], [-0.0586, -0.7548, 0.9154], [-2.2816, -2.2635, 0.0800], [-2.2711, -1.0693, 1.2906], [-3.7865, 0.0435, -0.4222], [-3.0710, -1.1079, -1.5525], [-1.8371, 0.4501, -2.3463], [-2.4351, 1.6723, -1.3080], [-1.1940, 2.2749, 0.7320], [0.1112, 1.2632, 1.2579], [0.3882, 2.3142, -0.0646], [1.7169, 1.2238, 2.9723], [2.4513, 1.5939, 2.4687], [2.1950, 0.6075, 3.5350], [1.1038, 1.9047, -2.6240], [1.7768, 2.3523, -2.1040], [0.5424, 1.3493, -2.0441], [3.0841, 0.6911, 0.5267], [3.9429, 0.9067, 0.1303], [2.5433, 0.5709, -0.2489], [1.1790, -2.6960, 1.7939], [1.6256, -1.9913, 1.3354], [1.4020, -2.4248, 2.7096]]
}

***

Model b:
{
  "formula": "C6H21NO4",
  "method": "ωB97M-V/def2-TZVPD",
  "homo_lumo_gap_ev": 7.91,
  "multiplicity": 1,
  "charge": 0,
  "smiles": "CCC/C(C)=C/N.O.O.O.O",
  "lumo_energy_ha": 0.0103,
  "species": ["C", "C", "C", "C", "C", "C", "N", "H", "H", "H", "H", "H", "H", "H", "H", "H", "H", "H", "H", "H", "O", "H", "H", "O", "H", "H", "O", "H", "H", "O", "H", "H"],
  "positions_angstrom": [[-1.0448, -1.8737, -2.7509], [-0.4532, -1.0771, -1.6225], [-1.3369, 0.1141, -1.2260], [-0.5256, 1.0629, -0.3241], [0.0765, 0.5829, 0.9374], [-0.7741, 2.3780, -0.5699], [-0.2553, 3.4575, 0.1010], [-2.1389, -1.7391, -2.6854], [-0.9154, -1.4743, -3.7735], [-0.6083, -2.8885, -2.8832], [0.5595, -0.6568, -1.7447], [-0.3372, -1.7168, -0.7404], [-1.8238, 0.6352, -2.0664], [-2.2675, -0.2460, -0.7592], [-0.5033, 0.8540, 1.8434], [1.0546, 1.0018, 1.1664], [0.2316, -0.4972, 0.8843], [-1.5200, 2.6307, -1.3223], [0.3720, 3.3038, 0.8660], [-0.5235, 4.3602, -0.2301], [1.4120, -3.1578, 1.3982], [1.4141, -2.1896, 1.3543], [0.5073, -3.2646, 1.7099], [-2.5179, -2.5024, 2.1575], [-1.6641, -2.4234, 2.5831], [-2.9072, -1.6255, 2.1445], [2.3788, 2.3344, -2.0312], [2.7268, 1.4557, -2.2077], [1.4427, 2.1362, -2.1640], [2.2152, -0.3349, 2.8429], [2.9709, 0.1266, 2.4520], [2.3360, 0.0315, 3.7261]]
}

***

Last place for stability: model b

***

Model a:
{
  "formula": "H21O11",
  "method": "ωB97M-V/def2-TZVPD",
  "homo_lumo_gap_ev": 8.38,
  "multiplicity": 1,
  "charge": -1,
  "lumo_energy_ha": 0.0913,
  "species": ["O", "H", "H", "O", "H", "H", "O", "H", "H", "O", "H", "H", "O", "H", "H", "O", "H", "H", "O", "H", "O", "H", "H", "O", "H", "H", "O", "H", "H", "O", "H", "H"],
  "positions_angstrom": [[-3.7568, -1.0024, 1.5931], [-4.0048, -1.5716, 0.8629], [-4.4593, -1.0207, 2.2430], [2.5508, -1.7263, -4.0306], [3.0126, -2.2227, -3.3404], [1.7239, -1.5328, -3.5728], [-3.3305, 0.5519, -1.8958], [1.5318, 3.1491, 1.7410], [3.3950, 0.1402, 1.4080], [-0.1104, 2.7986, -1.5774], [0.7766, 3.1815, -1.5752], [0.0484, 1.7519, -1.4542], [0.1896, -2.4100, 0.7767], [0.8892, -1.8825, 0.3228], [-3.1983, 0.9967, 1.7577], [2.5634, 0.6150, 1.3907], [2.1212, 0.3516, 0.4804], [-1.8718, 0.5519, 0.8324], [-2.6623, 1.1254, 0.9865], [-3.5860, 0.6639, -0.9645], [2.2384, 3.8057, 1.5995], [-2.4024, 0.4550, -1.7992], [2.0907, 3.9929, 0.6598], [1.2571, -1.9805, 3.4637], [0.3945, -1.6611, 3.7160], [1.5599, -1.7012, 2.6001], [1.6664, -0.4395, -0.6802], [-0.5002, -2.0825, 0.1814], [2.0499, -0.0534, -1.4739], [-0.4899, -1.0782, -1.5026], [0.3486, -1.5475, -1.6809], [-0.0353, -0.2184, -1.0679]]
}

***

Model b:
{
  "formula": "H21O11",
  "method": "ωB97M-V/def2-TZVPD",
  "homo_lumo_gap_ev": 9.58,
  "multiplicity": 1,
  "charge": -1,
  "lumo_energy_ha": 0.1012,
  "species": ["O", "H", "O", "H", "H", "O", "H", "H", "O", "H", "H", "O", "H", "H", "O", "H", "H", "O", "H", "H", "O", "H", "H", "O", "H", "H", "O", "H", "H", "O", "H", "H"],
  "positions_angstrom": [[-0.4167, -0.6258, -0.3680], [0.2013, -0.0118, 0.0510], [3.3693, -0.1658, 0.5210], [3.5753, 0.5902, 1.0990], [2.4423, -0.1678, 0.2860], [0.7703, -1.3508, 1.8620], [0.4993, -2.1928, 2.2290], [0.1033, -1.1018, 1.1880], [1.2333, 1.7252, 0.4920], [1.5663, 1.4962, 1.3700], [1.9583, 2.2952, 0.2550], [1.9893, -1.0688, -1.8260], [2.1543, -0.1608, -2.0640], [1.1423, -1.0168, -1.3560], [-1.3467, -2.8728, 0.4280], [-1.1097, -2.0028, 0.1060], [-2.1677, -3.2328, 0.0320], [-0.2877, 0.8462, -2.6580], [-0.4497, 0.4092, -1.8530], [-1.2057, 0.8932, -3.0950], [-2.0777, -1.3678, -2.2070], [-2.2187, -2.2388, -1.8390], [-1.4287, -1.0348, -1.5140], [-2.8497, 0.4752, -0.2380], [-2.9357, 1.0672, -1.0240], [-1.8957, 0.2742, -0.1230], [-1.3817, 2.8132, 0.4200], [-0.4467, 2.5412, 0.4180], [-1.8787, 2.0692, 0.7350], [1.3703, 0.9882, 3.0910], [0.8743, 1.8092, 2.9020], [0.8463, 0.3192, 2.6800]]
}

***

Last place for stability: model a

***

Model a:
{
  "formula": "CH3IO2",
  "method": "ωB97M-V/def2-TZVPD",
  "homo_lumo_gap_ev": 8.56,
  "multiplicity": 1,
  "charge": 0,
  "smiles": "OCOI",
  "lumo_energy_ha": -0.0146,
  "species": ["O", "C", "O", "I", "H", "H", "H"],
  "positions_angstrom": [[0.9871, 0.5281, -0.6023], [-0.0077, 0.5774, 0.2492], [-0.3463, -1.0354, 0.4435], [-1.6764, -2.0226, -0.6472], [1.7840, 0.0768, -0.4416], [0.2065, 0.9725, 1.3066], [-0.9471, 0.9033, -0.3082]]
}

***

Model b:
{
  "formula": "CH3IO2",
  "method": "ωB97M-V/def2-TZVPD",
  "homo_lumo_gap_ev": 8.54,
  "multiplicity": 1,
  "charge": 0,
  "lumo_energy_ha": 0.0029,
  "species": ["C", "O", "O", "I", "H", "H", "H"],
  "positions_angstrom": [[-0.6439, 0.1600, 0.2962], [-0.5395, -1.0787, -0.1484], [1.0121, 0.9909, -0.3042], [2.5784, -0.0415, 0.0972], [-1.3030, 0.8635, -0.1923], [-0.5328, 0.2232, 1.3688], [-0.5712, -1.1174, -1.1174]]
}

***

Last place for stability: model b

***

Model a:
{
  "formula": "C2H2N4O2",
  "method": "ωB97M-V/def2-TZVPD",
  "homo_lumo_gap_ev": 8.95,
  "multiplicity": 1,
  "charge": 0,
  "smiles": "O/N=c1/nconn1",
  "lumo_energy_ha": -0.0184,
  "species": ["O", "N", "C", "N", "C", "O", "N", "N", "H", "H"],
  "positions_angstrom": [[-2.5732, 0.3824, 0.0102], [-1.7186, -0.7001, 0.0094], [-0.4993, -0.3165, -0.0447], [0.4587, -1.3112, -0.0516], [1.6488, -0.9188, 0.0299], [2.0826, 0.3620, 0.0149], [1.0721, 1.4014, -0.0242], [-0.0936, 1.0426, 0.0102], [-3.4938, 0.0237, 0.1171], [2.4920, -1.5968, 0.1639]]
}

***

Model b:
{
  "formula": "C2H2N4O2",
  "method": "ωB97M-V/def2-TZVPD",
  "homo_lumo_gap_ev": 11.02,
  "multiplicity": 1,
  "charge": 0,
  "smiles": "NC(=O)N=C=O.N#N",
  "lumo_energy_ha": 0.0143,
  "species": ["N", "C", "O", "N", "C", "O", "H", "H", "N", "N"],
  "positions_angstrom": [[-2.0036, -0.7039, -0.3000], [-0.9548, -0.2565, 0.3992], [-0.3173, -0.8288, 1.2028], [-0.6222, 1.2035, 0.1001], [0.4413, 1.8555, 0.2469], [1.4762, 2.4812, 0.2450], [-2.3314, -0.1210, -1.2275], [-1.9792, -1.8657, -0.5788], [2.6210, -0.6287, -0.2440], [3.6699, -1.1357, 0.1563]]
}

***

Model c:
{
  "formula": "C2H2N4O2",
  "method": "ωB97M-V/def2-TZVPD",
  "homo_lumo_gap_ev": 9.57,
  "multiplicity": 1,
  "charge": 0,
  "smiles": "[H]/N=c1/nnon1C=O",
  "lumo_energy_ha": -0.0298,
  "species": ["H", "N", "C", "N", "N", "O", "N", "C", "O", "H"],
  "positions_angstrom": [[-0.9159, -1.8372, -0.9040], [0.0424, -1.8067, -0.7721], [0.5015, -0.7831, -0.2325], [1.6946, -0.5297, 0.5557], [1.6407, 0.6969, 0.9552], [0.5321, 1.4858, 0.7504], [-0.2500, 0.3727, 0.2438], [-1.5443, 0.6399, -0.3907], [-2.1029, -0.2519, -1.0290], [-2.1537, 1.6933, -0.0061]]
}

***

Model d:
{
  "formula": "C2H2N4O2",
  "method": "ωB97M-V/def2-TZVPD",
  "homo_lumo_gap_ev": 10.78,
  "multiplicity": 1,
  "charge": 0,
  "smiles": "O=C(O)n1ncnn1",
  "lumo_energy_ha": -0.0123,
  "species": ["O", "C", "O", "N", "N", "C", "N", "N", "H", "H"],
  "positions_angstrom": [[2.3058, 0.3301, 0.3393], [1.2601, 0.1072, 0.8763], [0.9261, 0.0478, 2.1259], [0.1434, 0.2779, 0.1337], [0.2365, -0.2060, -1.1957], [-0.9084, -0.2828, -1.5932], [-1.8086, 0.2258, -0.6068], [-1.1102, 0.5511, 0.4338], [-0.0449, -0.2123, 2.1222], [-0.9999, -0.8388, -2.6354]]
}

***

Last place for stability: model c

***

Model a:
{
  "formula": "C2H2N4O2",
  "method": "ωB97M-V/def2-TZVPD",
  "homo_lumo_gap_ev": 8.86,
  "multiplicity": 1,
  "charge": 0,
  "smiles": "NC(=O)N=C=O.N#N",
  "lumo_energy_ha": -0.0693,
  "species": ["N", "C", "O", "N", "C", "O", "H", "H", "N", "N"],
  "positions_angstrom": [[0.5770, 0.1371, 2.6099], [0.0520, -0.2933, 1.4344], [-1.0465, -0.4493, 1.0599], [1.1384, -0.4871, 0.5401], [0.9934, -0.7269, -0.6281], [0.9437, -1.0354, -1.7646], [1.6292, 0.3793, 2.6416], [-0.0208, 0.2846, 3.4851], [-1.0350, 0.6922, -1.8879], [-1.6887, 2.1342, -2.0231]]
}

***

Model b:
{
  "formula": "C2H2N4O2",
  "method": "ωB97M-V/def2-TZVPD",
  "homo_lumo_gap_ev": 9.41,
  "multiplicity": 1,
  "charge": 0,
  "lumo_energy_ha": -0.0375,
  "species": ["C", "C", "H", "H", "N", "N", "N", "N", "O", "O"],
  "positions_angstrom": [[-0.9877, 1.0814, 0.0995], [0.3946, 0.6397, -0.0734], [2.3616, -0.4941, -0.5854], [-1.2633, 2.1800, 0.4293], [0.4206, -0.7443, -0.0364], [-0.4565, -1.6761, -0.1462], [-1.6978, -1.1201, -0.0372], [-2.0271, 0.2969, 0.1050], [1.6670, -1.2865, 0.3342], [1.5888, 1.1231, -0.0894]]
}

***

Last place for stability: model b